33
Properties=species:S:1:pos:R:3:forces:R:3 method="wB97M-V/def2-TZVPD" homo_energy_ev=-10.361 energy_ha=-692.20821 smiles=CO.CO.CO.CO.O.O.O relative_energy_ev=2.261 orbital_gap_ha=0.398
C 9.6926 4.8846 7.4969 0.138 -1.575 -3.246
O 9.2075 5.9475 6.7113 -0.296 1.190 -0.333
H 10.6355 4.5410 6.9740 -0.836 0.360 0.881
H 9.8708 5.1244 8.4881 0.348 0.551 1.948
H 8.9770 4.0542 7.3850 0.261 0.037 0.520
H 8.6561 6.5931 7.1919 0.420 -0.469 0.506
C 10.4681 10.0209 7.1678 1.291 -0.387 1.063
O 9.4976 10.0730 6.1777 -0.776 0.473 -0.811
H 11.1073 9.1103 7.0564 -0.096 0.750 -0.146
H 11.1291 10.9560 7.1680 -1.093 -1.309 -0.079
H 9.9932 9.8691 8.1518 0.228 0.472 -0.010
H 9.1842 9.1832 5.9443 0.276 0.060 -0.136
C 6.0126 11.8414 5.7045 -0.109 1.424 0.669
O 6.7933 10.8205 5.1076 -1.348 0.204 -0.379
H 5.4940 11.5764 6.6633 0.474 -0.285 -0.747
H 6.6605 12.7316 5.9552 -0.644 -0.763 -0.388
H 5.2238 12.1691 4.9981 0.586 -0.289 0.279
H 7.5913 10.7186 5.6043 1.207 -0.145 0.559
C 6.9809 8.9860 8.4613 -0.636 0.525 2.148
O 7.4545 7.8363 7.8441 1.120 -0.497 -0.185
H 6.9570 9.8888 7.8526 0.247 -0.097 -0.228
H 5.9695 8.8179 8.8797 0.251 0.110 -0.369
H 7.6120 9.1268 9.3588 -0.127 0.278 -0.574
H 6.8205 7.5606 7.2075 -1.073 -0.296 -1.023
O 8.8182 7.8022 4.6258 2.017 -0.769 -0.637
H 9.7347 7.5912 4.2144 -2.405 0.574 1.018
H 8.6950 7.0652 5.2577 0.352 0.035 -0.401
O 5.6776 8.3059 4.8892 0.696 1.246 -0.045
H 5.9243 9.2713 4.8366 -0.767 -0.426 0.435
H 6.5391 8.0245 4.5711 0.231 -0.953 -0.249
O 3.2071 7.5641 6.3136 -0.188 -0.295 0.284
H 4.0131 7.8651 5.8706 0.081 -0.327 -0.146
H 3.2395 6.5952 6.3642 0.173 0.592 -0.179

---

51
Properties=species:S:1:pos:R:3:forces:R:3 method="wB97M-V/def2-TZVPD" homo_energy_ev=-12.434 energy_ha=-1414.05419 charge=+1 relative_energy_ev=0.000 orbital_gap_ha=0.345
C 4.4695 -0.7137 -2.6499 0.021 -0.075 -0.001
C 3.0353 -0.4326 -2.2001 0.265 -0.096 -0.168
C 2.9457 0.7353 -1.2209 0.024 -0.161 0.220
C 1.5055 1.1944 -0.9959 0.109 0.036 -0.085
S 0.2868 -0.1992 -0.9481 -0.198 1.502 -0.112
C -1.1957 0.7823 -1.3378 -0.198 0.042 -0.283
C -2.1789 -0.0926 -2.1237 0.114 -0.139 -0.319
C -3.6343 0.3513 -2.0489 -0.002 0.164 0.105
C -4.5523 -0.7182 -2.6429 -0.043 0.168 -0.084
H 4.5133 -1.6513 -3.2154 0.039 0.225 0.061
H 4.8614 0.0904 -3.2864 -0.096 -0.171 0.189
H 5.1309 -0.8197 -1.7809 -0.084 0.037 -0.168
H 2.4076 -0.2258 -3.0785 0.056 -0.056 0.081
H 2.6307 -1.3465 -1.7381 0.046 0.217 -0.053
H 3.4082 0.4560 -0.2636 -0.080 0.160 -0.311
H 3.5010 1.5989 -1.6175 -0.157 -0.183 0.127
H 1.3794 1.7977 -0.0909 -0.062 -0.131 -0.202
H 1.1659 1.7743 -1.8658 0.042 -0.236 0.245
H -1.5744 1.1562 -0.3794 -0.075 -0.053 -0.318
H -0.8485 1.6259 -1.9488 -0.132 -0.225 0.264
H -1.8710 -0.0840 -3.1803 0.019 -0.120 0.241
H -2.0994 -1.1384 -1.7968 -0.027 0.269 -0.116
H -3.9082 0.5703 -1.0081 0.071 -0.066 -0.254
H -3.7367 1.2916 -2.6061 -0.112 -0.121 0.131
H -5.6013 -0.4913 -2.4310 0.142 -0.050 -0.128
H -4.4177 -0.7628 -3.7296 -0.104 -0.073 0.170
H -4.3320 -1.7150 -2.2409 -0.028 0.182 0.013
F 2.4954 2.0658 4.1369 0.111 -0.869 -1.284
C 2.5277 1.0692 3.1875 -0.222 0.536 0.619
C 3.6318 0.2313 3.1355 -0.138 -0.133 -0.319
C 3.5904 -0.8493 2.2463 -0.164 0.091 -0.046
C 2.4360 -1.1189 1.5091 -0.075 -0.011 0.288
C 1.3229 -0.2736 1.6082 0.129 -0.080 -0.327
C 0.0612 -0.6641 0.8432 0.345 -1.132 0.920
C -1.2997 -0.4052 1.5048 -0.020 -0.332 0.200
C -2.4495 -0.9113 0.8849 -0.199 0.055 -0.032
C -3.7226 -0.5348 1.3165 0.230 -0.187 0.392
C -3.8784 0.2495 2.4696 0.204 -0.127 -0.431
C -2.7317 0.5635 3.1818 -0.079 0.185 0.725
F -2.8617 1.2767 4.3515 0.265 -0.877 -1.182
C -1.4516 0.1846 2.7666 -0.227 0.637 -0.127
C 1.4106 0.8967 2.3666 0.140 -0.099 0.377
H 4.4973 0.4201 3.7653 -0.214 -0.025 -0.087
H 4.4528 -1.5046 2.1360 -0.185 0.161 0.147
H 2.3854 -2.0003 0.8599 0.069 0.267 0.316
H 0.1097 -1.7547 0.6745 0.073 0.314 0.343
H -2.3403 -1.6512 0.0868 -0.127 0.537 0.088
H -4.5965 -0.8753 0.7588 0.220 0.042 0.286
H -4.8594 0.5725 2.8109 0.270 -0.053 -0.015
H -0.6113 0.3677 3.4297 -0.307 0.163 -0.214
H 0.5908 1.6124 2.3953 0.349 -0.112 0.120

---

112
Properties=species:S:1:pos:R:3:forces:R:3 method="wB97M-V/def2-TZVPD" homo_energy_ev=-13.328 energy_ha=-4468.17192 charge=+2 orbital_gap_ha=0.226
Ti 0.5331 -0.1987 0.4222 -1.456 -1.423 -0.003
C 3.5270 -2.5013 -2.3327 -0.010 -0.007 -0.063
C 2.6830 -1.3195 -2.8338 0.190 0.033 0.016
C 3.0517 -0.9804 -4.2806 0.013 0.026 -0.010
C 2.9014 -0.1540 -1.9170 -0.013 0.129 0.077
C 4.0031 0.6934 -2.0072 0.131 -0.057 -0.079
C 3.9256 1.5311 -0.9214 0.114 0.162 -0.108
N 2.8300 1.2349 -0.2227 0.103 -0.083 0.030
N 2.1649 0.1906 -0.8262 0.302 0.077 -0.291
B 2.6600 1.6236 1.2525 -0.015 -0.154 0.070
N 1.2375 2.1507 1.5925 -0.099 0.099 -0.050
C 0.9888 3.2675 2.2762 0.062 0.094 0.192
C -0.1751 3.1028 2.9990 -0.170 0.144 0.014
C -0.6445 1.8258 2.7020 0.217 -0.030 0.108
N 0.2207 1.2485 1.8224 0.105 0.183 0.046
C -1.8137 1.1627 3.3709 -0.041 0.113 0.015
C -3.1653 1.7420 2.9360 0.036 -0.079 0.021
C -1.6570 1.2832 4.8939 0.035 0.013 0.014
N 2.8255 0.3445 2.0765 0.278 -0.004 -0.169
C 3.5376 0.2226 3.1947 0.075 0.082 0.085
C 3.4939 -1.0888 3.5890 -0.044 -0.154 0.156
C 2.7077 -1.7573 2.6450 0.033 0.100 -0.037
N 2.2801 -0.8634 1.7083 -0.156 0.190 0.236
C 2.5699 -3.2653 2.7442 0.081 0.049 -0.136
C 1.6754 -3.9849 1.7558 -0.056 -0.011 0.007
C 3.9794 -3.8765 2.6522 0.040 0.007 0.008
H 3.3581 -3.3740 -2.9694 0.014 0.065 0.065
H 3.2756 -2.7621 -1.3045 -0.002 -0.017 0.020
H 4.5903 -2.2531 -2.3727 -0.050 -0.019 -0.003
H 1.6457 -1.6065 -2.8038 -0.226 -0.039 -0.016
H 2.5620 -0.0689 -4.6304 0.037 -0.067 0.018
H 4.1314 -0.8534 -4.3938 -0.088 -0.001 -0.008
H 2.7488 -1.7995 -4.9351 0.035 0.037 0.031
H 4.7699 0.6753 -2.7662 -0.092 0.007 0.095
H 4.5851 2.3225 -0.5931 -0.086 -0.102 -0.011
H 3.4712 2.4492 1.5438 -0.085 -0.022 -0.039
H 1.6861 4.0948 2.2424 -0.075 -0.130 0.024
H -0.6273 3.8101 3.6791 0.070 -0.084 -0.108
H -1.7839 0.1113 3.1281 -0.036 -0.094 -0.044
H -3.2335 2.7966 3.2133 -0.019 -0.050 -0.013
H -3.9662 1.2070 3.4531 0.063 0.054 -0.030
H -3.3288 1.6606 1.8612 0.019 -0.029 0.058
H -1.7420 2.3227 5.2195 0.015 -0.067 -0.008
H -0.6966 0.8924 5.2370 -0.041 0.017 -0.017
H -2.4536 0.7199 5.3832 0.042 0.029 -0.017
H 4.0370 1.0783 3.6288 -0.036 -0.108 -0.095
H 3.9778 -1.5284 4.4474 -0.035 0.039 -0.105
H 2.1892 -3.4585 3.7488 -0.027 0.036 0.073
H 2.0198 -3.8110 0.7390 0.017 0.007 -0.114
H 0.6354 -3.6790 1.8313 -0.036 -0.049 -0.094
H 1.7237 -5.0579 1.9541 -0.006 0.063 0.012
H 4.4131 -3.6802 1.6672 -0.017 -0.021 0.059
H 3.9242 -4.9574 2.7944 0.005 0.065 -0.010
H 4.6538 -3.4721 3.4056 -0.014 -0.032 -0.048
F -2.9616 -4.5315 4.7159 -0.053 -0.161 0.171
C -2.7243 -3.6395 3.7788 0.033 -0.023 0.021
C -1.4604 -3.0930 3.6447 -0.041 -0.069 0.084
F -0.4751 -3.4510 4.4558 0.077 -0.003 0.052
C -1.2563 -2.1707 2.6480 -0.476 -0.150 -0.010
F -0.0580 -1.6037 2.5146 0.919 0.434 0.016
C -2.2277 -1.7585 1.7666 0.062 -0.079 -0.060
S -1.8941 -0.5557 0.5403 0.283 0.453 -0.226
C -3.4823 -2.3232 1.9213 -0.052 -0.002 -0.044
F -4.4605 -1.9943 1.0809 -0.115 0.020 -0.102
C -3.7343 -3.2503 2.9157 -0.119 0.013 -0.042
F -4.9367 -3.7830 3.0348 -0.140 -0.057 0.008
C 1.0726 2.3879 -3.6495 -0.005 -0.014 -0.003
C 0.1226 2.8801 -2.5534 0.058 -0.143 0.066
C 0.9634 3.5769 -1.4647 -0.061 0.110 -0.065
C -0.7995 3.9492 -3.1516 -0.001 0.057 -0.038
P -0.8508 1.3970 -1.7801 -0.201 0.121 -0.165
C -2.2046 2.3101 -0.9433 0.010 -0.033 0.040
C -1.8018 3.1687 0.0827 0.054 0.062 -0.083
C -2.6840 4.0622 0.6676 0.038 0.033 -0.011
C -4.0128 4.0862 0.2687 0.017 -0.002 -0.006
C -4.4425 3.2022 -0.7093 -0.030 -0.033 -0.010
C -3.5496 2.3245 -1.3145 -0.035 0.045 -0.038
C -1.6474 0.3996 -3.2155 0.175 -0.054 0.120
C -2.6845 -0.6066 -2.6893 -0.132 0.048 0.064
C -0.6015 -0.4724 -3.9240 0.020 0.070 -0.081
C -2.2917 1.3131 -4.2706 -0.046 -0.001 -0.058
H 1.6992 3.2282 -3.9627 -0.045 -0.052 0.037
H 0.5382 2.0480 -4.5337 0.019 -0.018 0.005
H 1.7343 1.5959 -3.2993 -0.007 0.020 -0.035
H 1.8568 4.0059 -1.9291 -0.101 -0.003 0.019
H 1.2942 2.9065 -0.6849 0.054 -0.047 0.027
H 0.4124 4.3985 -1.0063 -0.014 -0.061 0.032
H -0.1621 4.7937 -3.4350 -0.042 -0.045 0.020
H -1.5326 4.3195 -2.4364 0.004 -0.007 0.017
H -1.3156 3.6217 -4.0474 0.009 0.022 0.002
H -0.7720 3.1603 0.4089 -0.042 0.055 -0.055
H -2.3319 4.7363 1.4416 -0.030 -0.053 -0.061
H -4.7084 4.7825 0.7207 0.026 -0.030 -0.027
H -5.4799 3.2014 -1.0238 0.070 0.000 0.027
H -3.9294 1.6837 -2.0948 0.037 0.028 0.017
H -2.1843 -1.4164 -2.1629 0.065 0.015 -0.007
H -3.1941 -1.0382 -3.5563 0.050 0.027 0.065
H -3.4400 -0.1925 -2.0282 0.004 -0.009 0.002
H 0.2053 0.0885 -4.3865 -0.022 -0.005 0.017
H -0.1836 -1.2011 -3.2386 0.003 -0.055 0.009
H -1.1106 -1.0293 -4.7185 0.027 0.076 0.053
H -2.8973 2.1186 -3.8629 -0.002 -0.035 -0.002
H -2.9424 0.6924 -4.8940 0.064 0.043 0.018
H -1.5418 1.7496 -4.9297 -0.040 -0.012 0.047
N -2.0569 -3.7252 -0.6166 0.076 -0.043 -0.161
C -0.7445 -3.8426 -0.7756 -0.501 0.046 0.248
N -0.2092 -5.0517 -0.8554 0.033 -0.080 -0.004
S 0.2947 -2.4970 -0.9713 1.012 0.468 0.090
H -2.6655 -4.5285 -0.6221 -0.040 -0.037 0.028
H -2.4743 -2.8143 -0.7202 -0.047 0.100 0.120
H -0.7687 -5.8920 -0.8801 0.019 0.051 0.001
H 0.7868 -5.1386 -0.9698 0.024 0.009 0.026

---

16
Properties=species:S:1:pos:R:3:forces:R:3 method="wB97M-V/def2-TZVPD" homo_energy_ev=-9.831 energy_ha=-234.58486 smiles=C1C[C@@H]2C[C@@H]2C1 relative_energy_ev=0.480 orbital_gap_ha=0.408
C 0.6494 -1.5050 -0.5956 0.104 -0.105 0.024
C -0.6819 -0.9527 -0.1545 -0.122 -0.024 0.070
C -0.6712 -0.1651 1.1612 0.044 -0.016 0.021
C -0.2700 1.2726 0.7637 0.000 -0.024 0.023
C 0.6384 1.1081 -0.4732 0.033 -0.004 0.001
C 0.1724 -0.1867 -1.1320 -0.021 0.134 -0.169
H 1.4420 -1.5250 0.1503 -0.076 0.135 -0.117
H 0.7039 -2.3290 -1.3029 -0.198 0.074 0.177
H -1.6089 -1.4247 -0.4731 0.245 0.017 0.050
H -1.6350 -0.2090 1.6803 0.139 0.045 -0.147
H 0.0763 -0.5808 1.8494 -0.119 0.020 -0.089
H 0.2179 1.8145 1.5812 -0.077 -0.060 -0.113
H -1.1610 1.8448 0.4776 0.087 -0.132 0.054
H 1.6957 1.0514 -0.1869 -0.128 -0.015 -0.022
H 0.5372 1.9499 -1.1640 0.036 -0.063 0.105
H -0.1053 -0.1632 -2.1815 0.053 0.017 0.130